Record 1
Entry from OMol25: a single C6H7ClN2 molecule (ωB97M-V with the def2-TZVPD basis set).

Total charge   0
Total energy   -21834.5523 eV
Frontier orbital gap   9.24 eV

Geometry (Å):
Cl (-2.445, 1.320, -0.841)
N (0.772, 0.682, 2.304)
N (1.613, 0.203, 1.331)
C (-0.550, 0.097, 0.628)
C (0.823, -0.071, 0.322)
C (-0.548, 0.629, 1.929)
C (1.207, -0.606, -1.045)
C (-0.004, -0.554, -1.975)
C (-1.604, -0.126, -0.360)
H (-0.174, 0.486, -2.517)
H (1.431, -1.706, -1.099)
H (-0.417, -1.320, -2.730)
H (1.324, 1.241, 2.931)
H (-2.135, -1.140, -0.234)
H (2.062, -0.044, -1.280)
H (-1.356, 0.907, 2.635)

natural (NBO) atomic charge list, values in e, 5 entries: -0.0040 -0.3532 -0.2731 -0.2425 0.1703


Record 2
Entry from OMol25: a single C10H15NO3S molecule (ωB97M-V with the def2-TZVPD basis set).

Total charge   0
Total energy   -29077.6953 eV
SMILES string   [H]/N=C\[C@@H](C)C(=O)SC(=C=O)[C@H](O)C(C)C
Frontier orbital gap   9.13 eV

Geometry (Å):
S (-1.221, 1.129, 0.452)
O (1.468, -0.215, -0.195)
O (-2.943, -1.592, -0.729)
O (0.298, 1.861, 2.376)
N (-0.771, 0.521, 4.764)
C (-1.033, -0.197, 3.778)
C (1.862, 0.840, -2.987)
C (-0.195, 0.864, 1.904)
C (-1.949, -1.015, -0.752)
C (-0.920, -0.248, -0.562)
C (0.548, 0.884, -2.227)
C (-0.186, -1.844, 1.954)
C (-0.625, 0.745, -3.205)
C (0.460, -0.319, -1.165)
C (0.027, -0.476, 2.580)
H (2.065, 1.856, -3.448)
H (-1.525, 0.779, -2.767)
H (0.640, -1.956, 1.300)
H (0.536, 1.788, -1.689)
H (2.703, 0.935, -2.322)
H (2.024, 0.067, -3.648)
H (-2.053, -0.752, 3.568)
H (-1.125, -2.071, 1.549)
H (0.222, 0.864, 4.615)
H (-0.536, -0.133, -3.700)
H (1.095, -0.508, 3.114)
H (-0.028, -2.652, 2.667)
H (1.206, 0.538, 0.415)
H (0.723, -1.271, -1.665)
H (-0.767, 1.578, -3.974)

natural (NBO) atomic charge list, values in e, 5 entries: 0.3186 -0.7041 -0.4210 -0.5473 -0.5683


Record 3
Entry from OMol25: a molecular structure, C17H31Cl3O2P2Zn (ωB97M-V with the def2-TZVPD basis set).

Total charge   0
Total energy   -126782.9316 eV
Frontier orbital gap (spin up / spin down)   3.91 / 3.91 eV

Geometry (Å):
Zn (2.027, 1.124, 2.819)
Cl (0.985, 4.310, 6.670)
Cl (-0.383, 1.757, 7.034)
Cl (-1.623, 3.870, 5.389)
P (0.417, -1.816, -2.271)
P (0.604, 1.987, -1.349)
O (1.879, 2.596, 4.487)
O (-0.135, 1.813, 3.837)
C (-2.292, -2.287, 0.815)
C (0.677, -1.002, 0.191)
C (-0.937, -2.845, -2.839)
C (0.611, 2.448, 4.621)
C (1.974, 3.193, -1.535)
C (2.032, -2.483, -2.789)
C (-2.710, 0.138, 0.097)
C (-0.263, -0.015, 0.888)
C (0.233, -0.233, -3.194)
C (1.774, -0.746, 3.435)
C (-1.130, -2.919, 0.211)
C (0.004, -2.261, -0.495)
C (-1.477, 0.653, 0.227)
C (-0.861, 2.826, -2.149)
C (1.113, 0.979, -2.852)
C (-0.076, 3.093, 5.895)
C (-2.946, -1.289, -0.200)
H (1.074, 1.713, -3.674)
H (-3.559, 0.814, 0.190)
H (-1.318, 3.504, -1.416)
H (1.787, 3.857, -2.392)
H (2.636, -1.144, 3.993)
H (-1.634, 2.093, -2.435)
H (1.374, -1.434, 0.962)
H (-2.028, -1.815, 1.773)
H (1.403, -0.390, -0.463)
H (2.829, -1.718, -2.825)
H (-0.499, -0.503, 1.833)
H (-0.619, -3.419, -3.711)
H (-0.577, 3.417, -3.033)
H (-1.347, 1.765, 0.147)
H (-3.069, -3.012, 1.125)
H (0.722, -3.135, -0.517)
H (2.176, 0.709, -2.712)
H (-1.058, -3.993, 0.418)
H (2.386, -3.273, -2.106)
H (1.458, -1.468, 2.671)
H (0.427, 0.843, 1.125)
H (-4.034, -1.407, -0.273)
H (-1.800, -2.204, -3.052)
H (2.010, 3.750, -0.592)
H (0.946, -0.675, 4.167)
H (2.911, 2.631, -1.664)
H (1.939, -2.909, -3.802)
H (-1.183, -3.515, -2.003)
H (-2.501, -1.493, -1.179)
H (0.493, -0.486, -4.233)
H (-0.841, 0.004, -3.267)

natural (NBO) atomic charge list, values in e, 5 entries: 1.3948 0.0329 0.0354 0.0286 1.3871


Record 4
Entry from OMol25: a gas-phase ion, C4H7N2S (charge +1) (ωB97M-V with the def2-TZVPD basis set).

Total charge   +1
Total energy   -18067.4544 eV
SMILES string   C=N/C=[NH+]/C(C)=S
Frontier orbital gap   7.30 eV

Geometry (Å):
S (-3.244, 1.124, 0.049)
N (1.552, 1.225, -0.298)
N (-0.725, 0.781, 0.059)
C (-1.937, 0.175, -0.014)
C (0.492, 0.290, -0.172)
C (2.638, 1.648, 0.186)
C (-2.004, -1.296, -0.229)
H (-0.542, 1.740, 0.512)
H (-3.094, -1.646, -0.277)
H (0.872, -0.799, -0.435)
H (-1.566, -1.494, -1.280)
H (-1.481, -1.867, 0.576)
H (3.223, 2.404, -0.312)
H (2.955, 1.181, 1.037)

natural (NBO) atomic charge list, values in e, 5 entries: 0.1858 -0.3948 -0.5406 0.0247 0.3676


Record 5
Entry from OMol25: a single C20H24N2O3S molecule (ωB97M-V with the def2-TZVPD basis set).

Total charge   0
Total energy   -41087.7283 eV
SMILES string   O=C(c1ccc(S(=O)(=O)Nc2ccccc2)cc1)N1CCCCCCC1
Frontier orbital gap   9.07 eV

Geometry (Å):
S (-2.400, -0.178, -2.604)
O (-3.468, 0.688, -3.001)
O (1.659, 3.746, 1.072)
O (-1.631, -0.844, -3.611)
N (-3.136, -1.281, -1.574)
N (1.782, 1.863, 2.308)
C (-1.816, 1.231, -0.334)
C (0.050, 0.749, -1.782)
C (-0.959, 1.839, 0.566)
C (-1.417, -4.775, -0.076)
C (4.085, 2.712, 2.742)
C (3.489, -0.652, 1.744)
C (4.858, 1.427, 2.441)
C (-3.365, -3.472, -0.594)
C (1.356, 0.509, 2.588)
C (2.656, 2.529, 3.259)
C (-2.562, -2.454, -1.105)
C (-2.793, -4.622, -0.083)
C (4.253, 0.599, 1.297)
C (2.503, -0.454, 2.894)
C (-1.179, -2.611, -1.097)
C (1.337, 2.587, 1.261)
C (0.408, 1.886, 0.305)
C (-0.617, -3.767, -0.588)
C (0.907, 1.362, -0.883)
C (-1.297, 0.677, -1.488)
H (1.962, 1.431, -1.100)
H (0.457, -3.881, -0.594)
H (5.872, 1.723, 2.165)
H (2.645, 1.966, 4.193)
H (4.633, 3.285, 3.493)
H (0.800, 0.136, 1.727)
H (-3.428, -5.403, 0.307)
H (4.214, -1.406, 2.063)
H (5.053, 0.262, 0.634)
H (4.035, 3.318, 1.836)
H (2.953, -1.057, 0.883)
H (3.603, 1.241, 0.704)
H (-4.141, -1.261, -1.630)
H (0.406, 0.319, -2.705)
H (-2.877, 1.178, -0.155)
H (0.675, 0.523, 3.452)
H (-4.440, -3.355, -0.602)
H (-0.556, -1.836, -1.509)
H (4.943, 0.819, 3.343)
H (-0.972, -5.675, 0.320)
H (2.054, -1.421, 3.132)
H (2.242, 3.526, 3.446)
H (-1.344, 2.276, 1.476)
H (3.039, -0.124, 3.784)

natural (NBO) atomic charge list, values in e, 5 entries: 2.3194 -0.9292 -0.6127 -0.9204 -0.8602


Record 6
Entry from OMol25: a molecular structure, C13H19CrN2O8S (ωB97M-V with the def2-TZVPD basis set).

Total charge   0
2S+1   2
Total energy   -72403.2555 eV
Expectation value of S²   0.76
Frontier orbital gap (spin up / spin down)   8.49 / 8.84 eV

Geometry (Å):
Cr (-0.477, 0.156, 0.318)
S (-2.784, 0.586, -0.880)
O (-0.589, 0.460, 4.168)
O (1.576, 0.275, -0.162)
O (-0.369, -1.649, -0.082)
O (-0.007, 2.330, 0.637)
O (-3.629, -0.020, -1.862)
O (-1.430, 1.033, -1.343)
O (-0.090, 0.141, 2.149)
O (-1.383, -3.644, -0.035)
N (-2.406, -0.260, 0.386)
N (-1.056, 0.277, 3.102)
C (-5.470, 5.617, 1.136)
C (-4.260, 4.301, -0.644)
C (-3.579, 2.038, -0.272)
C (2.428, -0.525, 0.679)
C (-3.647, 3.147, -1.101)
C (-4.131, 2.065, 1.001)
C (-2.703, -1.690, 0.426)
C (-0.734, 3.248, 1.453)
C (2.001, 1.632, -0.317)
C (-1.432, -2.450, 0.074)
C (-4.745, 3.227, 1.441)
C (-4.814, 4.361, 0.632)
C (1.402, 2.472, 0.776)
H (-4.312, 5.169, -1.291)
H (-1.789, 3.117, 1.238)
H (-3.012, -1.978, 1.431)
H (1.615, 1.960, -1.281)
H (-5.011, 5.945, 2.069)
H (-3.216, 3.111, -2.094)
H (3.433, -0.522, 0.257)
H (-0.432, 4.267, 1.205)
H (3.091, 1.690, -0.321)
H (1.707, 2.136, 1.772)
H (-4.053, 1.198, 1.643)
H (2.430, -0.141, 1.699)
H (-3.488, -1.969, -0.276)
H (-5.174, 3.255, 2.436)
H (2.012, -1.527, 0.665)
H (-5.391, 6.426, 0.412)
H (-0.544, 3.050, 2.511)
H (1.689, 3.520, 0.646)
H (-6.529, 5.445, 1.338)

natural (NBO) atomic charge list, values in e, 5 entries: 1.2071 2.3118 -0.3196 -0.5235 -0.6747


Values for strongest force on any atom, hartree/bohr, ordered as above
0.0936; 0.0892; 0.0853; 0.1050; 0.0199; 0.0122
Values for energy above the lowest of the compared OMol25 structures with the same formula, charge and spin, kJ/mol, ordered as above
254.6; 298.2; 547.7; 283.5; 182.6; 0.0